# 1
Formula: C15H20N2O3
Source: the OMol25 dataset
Level of theory: wB97M-V/def2-TZVPD

Its orbital gap is 9.13 eV. The energy above the lowest of the compared OMol25 structures with the same formula, charge and spin comes out at 0.0 kJ/mol. For the max |F|, the calculation gives 0.491 eV/Å. As for the SMILES: COc1ccc(CCN2C(=O)N[C@@H](C(C)C)C2=O)cc1.

XYZ file:
```
40
Properties=species:S:1:pos:R:3:forces:R:3
O 2.116 -2.672 0.171 0.2 -0.2 -0.3
O 1.095 2.002 -2.993 0.0 -0.4 0.0
O -1.845 -1.370 2.000 -0.3 0.0 0.0
N 1.605 -1.046 1.714 0.2 0.3 0.2
N -0.042 -2.263 0.908 0.0 -0.3 -0.1
C 0.206 -1.433 -2.300 0.0 0.2 0.0
C -1.626 -2.527 -0.955 0.1 0.0 0.1
C -0.794 1.090 -1.743 0.1 0.3 -0.2
C 1.341 -2.046 0.846 0.1 -0.1 0.1
C -0.702 -3.226 0.055 -0.2 -0.1 -0.1
C 1.404 1.862 2.125 -0.2 -0.2 -0.2
C 0.859 -0.315 -2.769 0.1 0.2 0.0
C -1.437 -0.044 -1.270 0.0 -0.2 -0.1
C 0.368 0.962 -2.493 0.0 -0.1 0.0
C 0.642 3.312 -2.758 -0.1 0.2 0.0
C 0.422 -0.462 2.288 -0.2 0.4 0.0
C -0.953 -1.314 -1.537 -0.3 0.0 0.0
C 0.178 0.997 1.839 0.0 0.0 0.2
C -0.666 -1.392 1.748 0.3 0.1 0.2
C -1.050 1.555 2.551 0.0 -0.1 -0.2
H 0.100 -3.767 -0.453 -0.1 0.0 0.1
H 2.248 1.572 1.503 0.1 0.0 0.0
H 1.693 1.787 3.171 0.1 0.0 0.2
H 0.616 3.543 -1.687 0.0 0.0 0.0
H 0.606 -2.411 -2.521 0.1 -0.1 0.0
H -1.298 2.537 2.156 0.0 0.1 0.0
H -2.541 -2.223 -0.446 0.0 -0.1 -0.1
H 1.361 3.966 -3.248 -0.1 0.0 0.1
H -2.332 0.071 -0.675 -0.1 0.0 0.1
H -0.003 0.986 0.759 0.0 0.0 0.1
H -0.351 3.479 -3.189 0.0 0.0 0.0
H 2.525 -0.655 1.817 0.0 -0.1 -0.1
H -1.883 -3.242 -1.739 -0.1 0.0 0.0
H 1.174 2.903 1.910 0.0 0.1 0.0
H -1.209 2.059 -1.515 0.0 0.1 0.0
H -1.277 -3.920 0.673 0.1 0.0 -0.1
H 1.761 -0.402 -3.354 0.1 0.0 -0.1
H 0.450 -0.502 3.384 -0.1 0.0 -0.1
H -1.903 0.898 2.412 -0.1 0.0 0.1
H -0.858 1.651 3.618 0.0 0.0 0.2
```
Forces are in eV/Å.


# 2
Formula: C5H6N
Source: the OMol25 dataset
Level of theory: wB97M-V/def2-TZVPD

Its orbital gap (alpha / beta) is 9.52 / 7.01 eV. The energy above the lowest of the compared OMol25 structures with the same formula, charge and spin comes out at 818.5 kJ/mol. For the max |F|, the calculation gives 5.803 eV/Å. Its total charge is +1.

XYZ file:
```
12
Properties=species:S:1:pos:R:3:forces:R:3
N 0.541 -0.724 1.058 -2.3 3.0 -1.2
C -0.130 0.382 -0.337 2.9 -4.5 2.2
C 1.006 -1.919 0.561 1.3 -1.6 1.1
C 0.725 -1.537 -0.792 0.2 -2.5 1.4
C 0.272 -0.451 -1.344 -1.4 2.5 -3.7
C -0.865 1.422 0.238 1.1 0.1 -0.8
H -1.455 1.121 1.006 -1.8 -1.2 2.4
H 0.081 -0.368 -2.439 0.2 0.2 1.0
H -1.459 1.919 -0.436 -1.2 1.4 -1.8
H 0.435 -2.776 1.013 -0.1 0.5 -0.7
H -0.101 2.015 0.642 1.0 1.6 0.8
H 2.018 -2.188 0.921 0.1 0.4 -0.7
```
Forces are in eV/Å.


# 3
Formula: H4O2
Source: the OMol25 dataset
Level of theory: wB97M-V/def2-TZVPD

Its orbital gap is 11.72 eV. The energy above the lowest of the compared OMol25 structures with the same formula, charge and spin comes out at 21.5 kJ/mol. For the max |F|, the calculation gives 3.029 eV/Å. As for the SMILES: O.O.

XYZ file:
```
6
Properties=species:S:1:pos:R:3:forces:R:3
O 1.634 0.009 -0.007 1.5 -0.7 0.4
O -1.834 -0.078 -0.073 -0.6 2.3 1.9
H 2.259 0.707 -0.282 -0.5 -0.4 0.2
H 2.233 -0.702 0.357 -1.1 1.1 -0.6
H -0.878 -0.157 -0.009 0.3 -0.1 -0.1
H -2.015 0.706 0.572 0.4 -2.2 -1.8
```
Forces are in eV/Å.


> Look up the max |F| of the third one.

3.029 eV/Å


> What is the formula in the third record?

H4O2


> Number 2 is which compound?

C5H6N